{
  "formula": "C46H44F10N4O2PRuS",
  "method": "the ωB97M-V functional and the def2-TZVPD basis",
  "gap_ev": [6.6, 6.6],
  "multiplicity": 2,
  "e_lumo_ha": [0.008, 0.008],
  "max_force_ev_per_a": 1.0,
  "e_tot_ev": -108346.3788,
  "homo_ha": [-0.23383, -0.23457],
  "symbols": ["Ru", "C", "N", "C", "C", "N", "C", "C", "F", "C", "F", "C", "F", "C", "F", "C", "F", "C", "C", "N", "C", "C", "F", "C", "F", "C", "F", "C", "F", "C", "F", "H", "H", "H", "H", "H", "H", "H", "H", "H", "H", "H", "O", "N", "C", "C", "C", "C", "C", "C", "C", "P", "C", "C", "C", "C", "C", "C", "C", "C", "C", "C", "C", "C", "H", "H", "H", "H", "H", "H", "H", "H", "H", "H", "H", "H", "H", "H", "H", "H", "C", "C", "C", "C", "C", "C", "H", "H", "H", "H", "H", "H", "H", "H", "H", "O", "S", "C", "C", "C", "C", "H", "H", "H", "H", "H", "H", "H", "H"],
  "positions_angstrom": [[-0.287964, 0.527711, -0.577882], [1.721787, -2.364590, 0.165741], [0.606339, -1.561765, 0.664720], [-0.586432, -2.400033, 0.559190], [-1.152739, -2.455911, -0.858349], [-1.518816, -1.120735, -1.270406], [-2.539656, -0.985567, -2.140528], [-3.133618, -2.002481, -2.932425], [-2.604364, -3.248993, -2.976460], [-4.213432, -1.802071, -3.773333], [-4.686819, -2.836286, -4.478636], [-4.790661, -0.557921, -3.922503], [-5.842423, -0.363050, -4.731437], [-4.232759, 0.482076, -3.203163], [-4.752111, 1.711590, -3.310120], [-3.160704, 0.275033, -2.361331], [-2.715009, 1.370483, -1.705743], [0.818638, -1.210078, 2.077804], [2.047226, -0.366171, 2.390143], [1.833034, 1.092369, 2.400829], [2.961998, 1.935510, 2.235533], [2.769383, 3.268762, 1.851017], [1.540450, 3.743086, 1.673836], [3.820856, 4.140240, 1.646365], [3.581625, 5.394996, 1.271236], [5.122515, 3.707744, 1.817280], [6.143337, 4.534304, 1.599465], [5.347465, 2.407886, 2.211580], [6.595320, 1.970688, 2.380654], [4.287475, 1.543826, 2.426774], [4.611503, 0.309092, 2.835187], [1.768117, -3.329540, 0.693440], [2.671991, -1.855614, 0.292736], [1.582687, -2.561510, -0.895177], [-1.340005, -2.004685, 1.232319], [-0.362140, -3.422198, 0.905878], [-2.012012, -3.130770, -0.796921], [-0.437751, -2.937139, -1.539144], [0.932436, -2.140361, 2.661198], [-0.082240, -0.713255, 2.441744], [2.823428, -0.550260, 1.653658], [2.433532, -0.677644, 3.363200], [-0.899416, 3.040276, 0.808060], [-0.154283, 2.517652, -0.269966], [-0.019150, 3.469118, -1.130688], [0.761352, 3.427347, -2.363561], [0.885118, 4.660185, -3.021404], [1.663810, 4.789772, -4.152674], [2.352316, 3.684665, -4.640459], [2.236399, 2.464866, -3.999626], [1.431322, 2.301416, -2.871656], [1.280181, 0.634388, -2.087324], [3.067187, 0.435978, -1.634200], [3.796331, 1.558983, -1.237232], [5.132077, 1.458442, -0.873567], [5.765656, 0.224567, -0.870070], [5.055658, -0.903018, -1.254950], [3.726691, -0.793723, -1.640728], [1.146502, -0.377913, -3.628612], [2.204369, -0.884657, -4.386629], [1.966065, -1.562835, -5.574196], [0.667571, -1.736230, -6.032167], [-0.390231, -1.217099, -5.302571], [-0.148007, -0.544855, -4.114180], [-0.808378, 2.360729, 1.492762], [-0.506123, 4.407883, -0.891555], [0.364244, 5.521448, -2.621137], [1.743427, 5.749237, -4.647063], [2.973517, 3.771789, -5.522770], [2.776086, 1.613921, -4.392696], [3.323948, 2.533867, -1.224232], [5.682218, 2.350001, -0.599269], [6.806102, 0.145260, -0.581657], [5.539911, -1.871668, -1.271000], [3.209841, -1.680484, -1.985340], [3.226761, -0.756585, -4.060192], [2.799475, -1.952164, -6.145605], [0.482842, -2.266421, -6.957839], [-1.409387, -1.334731, -5.649916], [-0.971134, -0.131996, -3.550804], [-0.222300, 4.142938, 5.173988], [-0.729947, 2.697997, 5.055480], [-2.201431, 2.717377, 4.630567], [-0.589307, 1.986916, 6.406193], [0.100725, 2.022699, 4.040742], [0.895022, 1.571020, 3.258606], [-0.773459, 4.663103, 5.960210], [-0.360297, 4.682247, 4.236336], [0.839063, 4.159763, 5.423457], [-2.758489, 3.427978, 5.245244], [-2.658343, 1.735190, 4.759947], [-2.299180, 3.013101, 3.584859], [-1.220734, 2.475351, 7.151828], [0.443890, 2.017110, 6.752612], [-0.893066, 0.941729, 6.328736], [-1.985895, 0.630926, 0.897694], [-3.194508, -0.277335, 1.023665], [-4.612060, 0.865998, 1.023564], [-5.089833, 1.064189, 2.459459], [-4.771112, -0.228894, 3.210510], [-3.355003, -0.615953, 2.804053], [-5.377837, 0.417119, 0.389783], [-4.241087, 1.766073, 0.533859], [-6.154451, 1.296087, 2.485494], [-4.561451, 1.897752, 2.919123], [-5.477123, -1.015225, 2.933739], [-4.838167, -0.101423, 4.291934], [-3.103744, -1.658612, 2.992252], [-2.603849, 0.025684, 3.270318]],
  "forces_ev_per_a": [[-0.8, -0.3, -0.4], [0.1, 0.1, 0.0], [0.2, 0.2, 0.3], [-0.1, -0.1, -0.3], [0.0, -0.1, 0.4], [0.2, -0.1, -0.2], [-0.1, 0.1, 0.1], [0.0, -0.1, -0.1], [0.1, 0.1, 0.0], [0.0, 0.0, 0.0], [0.0, 0.0, 0.0], [0.0, 0.0, 0.0], [0.0, 0.0, 0.0], [0.0, 0.0, 0.0], [0.0, 0.0, 0.0], [-0.1, -0.1, 0.0], [0.1, 0.1, 0.0], [0.0, -0.2, 0.0], [0.0, 0.0, -0.1], [0.1, 0.1, 0.2], [-0.1, 0.1, -0.1], [0.0, -0.1, 0.0], [0.1, 0.0, 0.0], [0.0, -0.1, 0.0], [0.0, 0.0, 0.0], [0.0, 0.1, 0.0], [0.0, 0.0, 0.0], [0.0, 0.0, 0.0], [0.0, 0.0, 0.0], [-0.1, 0.0, 0.0], [0.0, 0.0, 0.0], [0.0, 0.0, 0.0], [-0.1, 0.0, -0.1], [0.0, 0.0, 0.0], [-0.2, 0.1, 0.0], [0.0, 0.0, 0.0], [-0.1, 0.0, -0.1], [0.0, 0.0, 0.0], [0.0, 0.0, 0.0], [0.0, 0.1, 0.0], [0.0, 0.0, 0.0], [0.0, 0.0, 0.0], [0.2, -0.2, 0.0], [-0.1, 0.6, 0.2], [0.1, -0.3, -0.1], [0.0, -0.2, 0.1], [0.1, -0.1, -0.1], [0.0, 0.0, 0.0], [0.0, 0.0, 0.0], [-0.1, 0.0, 0.0], [-0.1, 0.1, 0.0], [0.4, 0.2, -0.5], [0.0, 0.0, 0.0], [0.0, 0.0, 0.1], [0.0, 0.0, 0.0], [0.0, 0.0, 0.0], [0.0, 0.0, 0.0], [0.0, 0.0, -0.1], [0.1, 0.0, 0.0], [0.0, -0.1, 0.1], [0.0, 0.0, 0.0], [0.0, 0.0, 0.0], [0.0, 0.0, 0.0], [0.1, 0.0, 0.0], [-0.1, -0.1, 0.0], [0.1, 0.0, 0.1], [0.0, 0.0, 0.0], [0.0, 0.0, 0.0], [0.0, 0.0, 0.0], [0.0, 0.0, 0.0], [0.0, 0.0, 0.0], [0.0, 0.0, 0.0], [0.0, 0.0, 0.0], [0.0, 0.0, 0.0], [0.0, 0.1, 0.0], [0.0, 0.0, 0.0], [0.0, 0.0, 0.0], [0.0, 0.0, 0.0], [0.0, 0.0, 0.0], [0.1, 0.0, -0.1], [0.0, 0.0, 0.0], [0.0, 0.0, 0.0], [-0.1, 0.0, 0.0], [0.0, 0.0, 0.0], [0.1, 0.0, 0.0], [0.0, -0.2, 0.1], [0.0, 0.0, 0.0], [0.0, 0.0, 0.0], [0.0, 0.0, 0.0], [0.0, 0.0, 0.0], [0.0, -0.1, 0.0], [0.0, 0.0, 0.0], [0.0, 0.0, 0.0], [0.0, 0.0, 0.0], [0.0, 0.0, 0.0], [0.1, -0.3, 0.6], [0.1, 0.3, -0.2], [-0.1, 0.0, -0.1], [0.0, 0.0, 0.0], [0.0, 0.0, 0.0], [0.0, 0.0, 0.0], [0.0, 0.0, 0.0], [0.0, 0.0, 0.0], [0.0, 0.0, 0.0], [0.1, 0.1, 0.0], [0.0, 0.0, 0.0], [0.0, 0.0, 0.0], [0.0, 0.0, 0.0], [0.0, 0.0, 0.0]]
}